A 2-piece molecular cluster, C4H7NO overall. Source: the OMol25 dataset; level of theory: ωB97M-V/def2-TZVPD.

```
13
Properties=species:S:1:pos:R:3:forces:R:3:nbo_charge:R:1
C 1.18116 -1.31065 0.39531 0.26 -0.14 -0.06 -0.12
H 1.43568 -1.99124 -0.41400 -0.02 -0.09 0.21 0.18
H 1.94355 -0.56783 0.62298 -0.30 -0.03 -0.10 0.21
H -0.18388 -2.69710 1.45209 -0.04 0.10 0.00 0.18
H 0.27786 -1.17548 2.39259 0.02 -0.17 -0.09 0.18
H -1.35264 1.78396 -2.25986 0.00 -0.01 0.16 0.22
C 0.23004 -1.69184 1.43441 0.01 -0.31 0.30 -0.12
C 1.21170 1.43970 -0.46268 -0.85 0.66 -0.51 0.26
C -1.24868 1.77828 -1.17214 -0.19 0.02 -0.05 -0.43
H -1.62879 2.72087 -0.77087 0.01 -0.14 -0.06 0.22
O -0.17392 -0.86759 0.35871 -0.06 0.07 -0.05 -0.51
N 0.11738 1.63896 -0.82486 1.07 -0.09 0.32 -0.51
H -1.80947 0.93997 -0.75168 0.09 0.12 -0.06 0.24
```
Forces are in eV/Å.

LUMO level: 1.0 eV
calculated total energy: -7796.117 eV
HOMO: -10.265 eV
energy above the lowest of the compared OMol25 structures with the same formula, charge and spin: 81.3 kcal per mole
max |F|: 1.19 eV/Å


C40H44AsF6N3PSTi as an isolated structure. Source: the OMol25 dataset; level of theory: ωB97M-V/def2-TZVPD.

```
97
Properties=species:S:1:pos:R:3:forces:R:3:lowdin_spin:R:1
H -5.22593 5.28351 -0.01027 0.00 0.04 0.03 0.00
C -3.42466 4.15442 -0.33066 -0.15 0.00 -0.06 0.00
C 0.64031 -3.26186 -2.83068 -0.15 -0.31 -0.14 0.00
Ti 0.45507 -0.12892 -0.07698 -1.20 3.83 1.17 0.92
C -0.45845 -4.18130 -0.92744 0.02 -0.25 -0.25 0.00
C 0.60694 4.86832 2.30340 -0.06 0.01 -0.11 0.00
C 1.29695 -6.70027 -1.94194 -0.18 0.09 -0.02 0.00
H -4.83833 3.35727 -1.72813 0.00 -0.05 -0.03 0.00
H 2.62087 3.01474 0.23167 0.04 -0.02 0.05 0.00
C -2.63326 -1.31209 -1.85144 0.06 0.21 0.06 0.00
C 0.06016 -4.35943 -2.20633 0.08 0.33 0.26 0.00
H 2.65217 2.94771 1.99879 0.07 -0.01 -0.03 0.00
H -1.78995 0.11378 1.97453 -0.04 -0.14 -0.07 0.00
H -0.92016 -5.00788 -0.40578 0.00 0.03 0.05 0.00
C -1.57252 2.67105 0.21603 -0.05 -0.28 -0.43 0.00
H -0.73726 -2.80165 0.67961 0.00 0.09 -0.01 0.00
H -2.60091 -1.26340 0.29978 -0.05 0.01 0.05 0.00
H 1.15902 -1.21005 -2.63204 -0.02 0.04 0.03 0.00
P -0.10080 2.22429 1.17786 -0.68 0.71 0.27 0.01
H 1.11881 -4.17937 2.96282 -0.01 0.00 0.01 0.00
H 0.58866 -4.54000 7.19893 0.02 0.00 0.00 0.00
H -3.59668 -2.56563 -0.38923 -0.02 0.01 0.00 0.00
C -4.15932 5.45816 -0.15784 0.10 -0.08 -0.14 0.00
C -0.40039 1.25611 -3.59378 -0.03 -0.07 -0.03 0.00
C 0.93597 -7.50553 -0.87252 0.03 -0.02 -0.06 0.00
C -0.92136 1.91513 2.85621 0.13 -0.07 -0.19 0.00
C 0.43992 -0.93857 1.77932 0.16 -0.66 0.88 -0.01
H -2.93016 1.44931 2.18932 0.00 -0.01 0.02 0.00
H -3.61994 -2.96192 -2.77895 0.01 0.00 0.00 0.00
H 0.97258 4.48232 3.25612 -0.01 0.07 -0.02 0.00
H -4.04871 6.08035 -1.04958 -0.03 0.06 0.06 0.00
C -2.94119 -2.12696 -2.92912 -0.02 -0.09 0.05 0.00
H -3.76825 -3.11930 -5.33925 0.01 -0.02 -0.04 0.00
As 3.34082 0.13613 -0.72622 2.24 0.77 -0.27 0.00
H -2.12259 -3.74593 -5.24790 -0.03 -0.02 -0.05 0.00
H 0.55961 4.30296 0.23505 -0.03 -0.02 -0.01 0.00
F 3.69822 -0.41027 -2.31952 -0.20 -0.04 0.29 0.00
C -3.91352 3.17228 -1.19265 0.07 0.18 0.17 0.00
F 4.03052 1.68028 -1.04436 -0.28 -0.20 0.12 0.00
H -0.43597 5.15621 2.41531 0.07 0.01 0.04 0.00
C 0.61398 -3.93118 6.30454 0.00 0.00 0.01 0.00
C -2.71651 -2.83207 -5.33846 0.04 0.02 0.13 0.00
C -2.41246 -1.90029 -4.19627 0.03 0.07 -0.08 0.00
S 0.03947 -5.95510 -2.98508 0.10 -0.12 -0.02 0.00
H 4.63167 -6.87195 -1.48286 -0.02 0.04 -0.02 0.00
C -1.73354 -0.24667 -2.03013 -0.35 0.23 -0.44 0.00
C -1.49246 3.10035 3.63115 0.09 -0.08 0.11 0.00
C -2.07691 0.92868 2.62872 0.16 0.06 0.00 0.00
C 0.88236 -4.51215 5.07266 0.03 -0.03 0.02 0.00
C 0.64747 -2.36257 3.99925 0.02 -0.11 0.18 0.01
H -2.17114 3.68449 3.00820 0.01 0.04 0.04 0.00
H 1.05516 -3.34558 -3.82524 0.04 0.02 0.02 0.00
F 4.81757 -0.38837 -0.03877 -0.24 0.00 -0.08 0.00
H -1.84328 4.64192 1.00443 -0.03 -0.01 0.00 0.00
C -2.04099 1.69823 -0.69710 -0.38 0.96 0.18 0.00
C -0.37132 -2.94925 -0.32609 0.08 0.28 0.10 0.00
F 2.63777 -1.41904 -0.34429 -0.46 0.54 -0.32 0.00
H -3.62194 1.25466 -2.08701 -0.05 0.05 -0.03 0.00
C -1.25690 0.04727 -3.31469 -0.07 0.02 0.15 0.00
N -1.31704 0.54724 -0.91914 1.05 -1.09 0.29 -0.01
H 1.17730 5.77095 2.07451 0.03 0.00 0.00 0.00
C 0.59325 -1.57931 2.80543 -0.21 0.17 -0.17 0.03
C 0.38102 -2.56537 6.38808 -0.01 0.02 0.05 0.00
H 0.17983 -2.10774 7.34832 0.01 -0.01 0.00 0.00
H -2.47848 -2.36874 -6.29476 -0.02 -0.02 -0.02 0.00
C -3.23776 1.98789 -1.38969 0.30 -0.35 0.07 0.00
C 0.68833 -2.06280 -2.16045 -0.18 0.14 0.12 0.01
F 2.66534 0.64163 0.81655 -0.04 -0.19 -0.58 0.00
C 1.94905 -8.03016 -0.08192 0.00 -0.04 -0.01 0.00
F 1.77301 0.84157 -1.41971 0.36 -1.06 0.36 0.02
H -0.14171 1.42748 3.44946 -0.05 -0.05 -0.01 0.00
C 0.90360 -3.73580 3.92679 -0.02 0.09 0.00 0.00
C 3.57035 -7.03163 -1.32945 -0.02 -0.01 -0.03 0.00
H -2.08176 2.70404 4.46226 -0.01 0.01 0.00 0.00
N 3.23966 -7.80443 -0.29980 0.08 -0.03 0.08 0.00
H -2.38404 0.49962 3.58476 0.00 0.00 0.00 0.00
H 1.71439 -8.66553 0.76525 -0.04 0.02 -0.02 0.00
H 0.58569 0.96441 -3.96341 0.02 0.03 0.02 0.00
H -3.77771 6.01545 0.69695 -0.02 0.03 0.00 0.00
H 0.21813 -0.71684 5.30366 -0.03 0.00 0.00 0.00
H -1.20906 -0.56508 -5.35986 -0.01 -0.03 0.00 0.00
C 2.63966 -6.45380 -2.18160 0.00 -0.03 0.02 0.00
H 1.07900 -5.57460 5.00554 0.00 0.00 0.00 0.00
C -2.24800 3.88123 0.34755 -0.06 -0.06 0.07 0.00
C -3.27920 -1.52893 -0.50978 0.06 -0.11 -0.14 0.00
C 0.85206 3.85474 1.18831 0.37 -0.33 0.05 0.00
H -0.86928 1.86512 -4.36845 0.01 0.01 0.00 0.00
H -0.26722 1.87353 -2.71053 0.03 0.02 0.01 0.00
H 2.95188 -5.82706 -3.00580 0.01 -0.01 0.00 0.00
C -1.59683 -0.79384 -4.37136 -0.01 -0.01 -0.01 0.00
H -4.16210 -0.89178 -0.41918 0.01 0.02 0.08 0.00
C 0.39837 -1.78241 5.24661 0.02 -0.05 -0.09 0.00
H 2.93050 4.47706 1.15796 -0.03 0.02 0.02 0.00
H -0.10325 -7.72161 -0.66581 0.00 0.00 0.01 0.00
H -0.73054 3.74968 4.05064 -0.12 -0.03 0.02 0.00
C 2.35451 3.54903 1.13804 -0.13 0.10 -0.08 0.00
N 0.18750 -1.87739 -0.92278 -0.20 -3.28 -1.75 0.02
```
Forces are in eV/Å.

LUMO level (alpha / beta): -0.9 / -0.8 eV
calculated total energy: -167051.490 eV
2S+1: 2
HOMO (alpha / beta): -7.443 / -7.469 eV
energy above the lowest of the compared OMol25 structures with the same formula, charge and spin: 45.2 kcal per mole
max |F|: 4.18 eV/Å